Entry from the OMol25 dataset: 10 unconnected molecules or ions with the total composition C42H77F18N14P3 at a distorted geometry (ωB97M-V/def2-TZVPD).

Last column: Löwdin charge in e.
Element x y z (Å)
C (1.12819, 3.73470, -0.01774)  -0.047
C (1.66781, 4.30899, -1.29982)  -0.137
N (0.60570, 4.60621, -2.27097)  -0.023
C (-0.17884, 3.63328, -2.83968)  -0.005
C (-1.04857, 4.25426, -3.65524)  0.008
N (-0.86946, 5.60221, -3.45896)  -0.084
C (0.13457, 5.78246, -2.62623)  -0.016
C (-1.58355, 6.67055, -4.13203)  0.022
H (1.85428, 3.24682, 0.62988)  0.081
H (0.42738, 2.92272, -0.22843)  0.057
H (0.58923, 4.50333, 0.53852)  0.074
H (2.39896, 3.65239, -1.76642)  0.107
H (2.15194, 5.27532, -1.14790)  0.134
H (0.00513, 2.60415, -2.57786)  0.126
H (-1.77550, 3.89848, -4.36008)  0.134
H (0.43357, 6.71427, -2.17593)  0.180
H (-2.10146, 6.33231, -5.02133)  0.104
H (-0.97322, 7.55153, -4.31006)  0.108
H (-2.36833, 7.05604, -3.46960)  0.109
C (-3.43652, 3.08675, 3.08812)  -0.049
C (-2.27371, 2.77370, 4.00909)  -0.169
N (-1.64592, 3.99656, 4.49417)  -0.035
C (-2.00379, 4.84641, 5.51987)  0.012
C (-1.04806, 5.79363, 5.61637)  0.019
N (-0.11803, 5.51808, 4.62877)  -0.067
C (-0.53876, 4.46884, 3.94528)  -0.050
C (1.02408, 6.34907, 4.24135)  0.035
H (-3.07105, 3.51126, 2.15431)  0.084
H (-4.13451, 3.79869, 3.53990)  0.086
H (-4.07710, 2.22951, 2.88232)  0.081
H (-1.52307, 2.18129, 3.48802)  0.121
H (-2.59272, 2.18503, 4.86555)  0.101
H (-2.87985, 4.62700, 6.10437)  0.142
H (-0.80386, 6.46816, 6.41856)  0.148
H (0.02856, 4.02057, 3.14496)  0.154
H (1.86359, 6.20494, 4.91732)  0.110
H (0.70267, 7.38335, 4.18539)  0.108
H (1.36836, 5.99899, 3.27197)  0.092
C (1.92415, -1.48814, 2.69559)  -0.064
C (3.41862, -1.59987, 2.89857)  -0.105
N (4.05070, -1.20872, 1.60218)  -0.033
C (3.91393, 0.01162, 0.99229)  0.008
C (4.57916, -0.04591, -0.17857)  0.013
N (5.23227, -1.25383, -0.20164)  -0.068
C (4.89876, -1.92796, 0.88046)  -0.043
C (6.06958, -1.76066, -1.30914)  0.043
H (1.49827, -2.41165, 2.27330)  0.070
H (1.51748, -0.71168, 2.05536)  0.071
H (1.43050, -1.43091, 3.66775)  0.030
H (3.72984, -2.64246, 2.99047)  0.124
H (3.88539, -1.02308, 3.69063)  0.125
H (3.31711, 0.80181, 1.41562)  0.128
H (4.75214, 0.66184, -0.96861)  0.117
H (5.05751, -2.98337, 1.03654)  0.168
H (6.97199, -2.17197, -0.86195)  0.108
H (6.33791, -0.91253, -1.92635)  0.103
H (5.52733, -2.54201, -1.83113)  0.087
C (-0.45279, -0.79332, -4.18322)  -0.083
C (-0.74150, 0.22249, -5.27214)  -0.141
N (-0.91941, -0.36424, -6.60836)  -0.024
C (-1.34733, -1.63882, -6.86267)  -0.010
C (-1.39919, -1.81369, -8.20481)  0.017
N (-0.93093, -0.63426, -8.74502)  -0.083
C (-0.78339, 0.24818, -7.77832)  -0.010
C (-0.61350, -0.39320, -10.15747)  0.041
H (0.47796, -1.27603, -4.47273)  0.056
H (-1.25334, -1.48135, -3.90883)  0.080
H (-0.27566, -0.28553, -3.23931)  0.049
H (0.17637, 0.81226, -5.35163)  0.116
H (-1.55196, 0.90142, -5.00889)  0.130
H (-1.32972, -2.39806, -6.10218)  0.129
H (-1.40057, -2.69699, -8.81847)  0.144
H (-0.53230, 1.29007, -7.88468)  0.179
H (0.07335, 0.44440, -10.21804)  0.106
H (-1.49268, -0.27136, -10.78203)  0.110
H (-0.06822, -1.26594, -10.51612)  0.109
C (3.81818, -2.93273, -5.07804)  -0.046
C (2.96380, -4.14475, -4.70322)  -0.131
N (2.32045, -4.00661, -3.38311)  -0.024
C (1.87378, -2.84237, -2.81418)  -0.008
C (1.62653, -3.08997, -1.50812)  0.012
N (1.86122, -4.43628, -1.31639)  -0.080
C (2.25317, -4.95565, -2.47118)  -0.024
C (1.71493, -5.14490, -0.02925)  0.043
H (4.59227, -3.23389, -5.77955)  0.095
H (4.31142, -2.42209, -4.25004)  0.064
H (3.17522, -2.18769, -5.54410)  0.072
H (3.45042, -5.11385, -4.76202)  0.130
H (2.15249, -4.16802, -5.43592)  0.127
H (2.06430, -1.85392, -3.21111)  0.110
H (1.27596, -2.44013, -0.72275)  0.119
H (2.52874, -5.98982, -2.59813)  0.176
H (0.65725, -5.14379, 0.21832)  0.095
H (2.35357, -4.65222, 0.69409)  0.090
H (2.02477, -6.17714, -0.16949)  0.105
C (0.38036, 1.49766, 7.96656)  -0.049
C (0.28866, 0.02269, 7.68446)  -0.149
N (-0.61501, -0.30071, 6.55979)  -0.005
C (-1.94615, 0.02685, 6.47509)  -0.012
C (-2.43021, -0.50269, 5.33817)  -0.018
N (-1.37000, -1.12733, 4.71037)  -0.056
C (-0.31514, -1.01174, 5.49661)  -0.039
C (-1.41901, -1.87771, 3.46495)  0.012
H (0.86071, 2.00636, 7.13278)  0.043
H (0.98673, 1.58461, 8.86894)  0.101
H (-0.57255, 1.95874, 8.21954)  0.079
H (-0.11160, -0.52837, 8.54214)  0.136
H (1.24585, -0.47040, 7.52728)  0.132
H (-2.51746, 0.51625, 7.24488)  0.148
H (-3.43967, -0.57442, 4.97559)  0.141
H (0.64066, -1.42645, 5.22265)  0.142
H (-0.64755, -2.63409, 3.40419)  0.098
H (-1.38197, -1.21727, 2.59580)  0.071
H (-2.42314, -2.29604, 3.38135)  0.092
C (-2.73927, -3.63104, 0.74805)  -0.081
C (-3.64664, -4.08047, -0.39117)  -0.126
N (-5.06796, -4.25640, 0.00449)  -0.038
C (-6.14061, -3.94404, -0.80939)  0.019
C (-7.25159, -4.15394, -0.06547)  0.010
N (-6.85545, -4.68668, 1.13009)  -0.082
C (-5.51995, -4.69882, 1.16079)  -0.023
C (-7.71205, -5.31137, 2.13165)  0.034
H (-3.09542, -2.67979, 1.14974)  0.065
H (-1.74662, -3.45395, 0.35302)  0.061
H (-2.79096, -4.31748, 1.59509)  0.075
H (-3.32063, -5.05168, -0.75896)  0.133
H (-3.65665, -3.27178, -1.11727)  0.128
H (-6.00738, -3.64690, -1.83254)  0.142
H (-8.29414, -4.06057, -0.31804)  0.148
H (-4.96718, -5.17757, 1.95019)  0.171
H (-8.75434, -5.15551, 1.88049)  0.109
H (-7.50149, -4.88680, 3.11169)  0.107
H (-7.49715, -6.37557, 2.20054)  0.111
P (2.46267, 2.10405, 4.62997)  0.168
F (3.37275, 2.24167, 5.93347)  -0.116
F (1.20593, 2.72337, 5.45469)  -0.179
F (2.85197, 3.55921, 4.09464)  -0.130
F (1.57705, 1.88428, 3.29866)  -0.172
F (3.72345, 1.38810, 3.89920)  -0.155
F (1.96949, 0.61298, 5.16436)  -0.184
P (3.27681, 1.18854, -3.68642)  0.162
F (2.32196, 2.39358, -4.20415)  -0.161
F (2.54845, 0.23743, -4.85403)  -0.206
F (4.37107, 1.58712, -4.76048)  -0.110
F (4.16914, -0.08845, -3.21786)  -0.173
F (3.92101, 2.15241, -2.59526)  -0.132
F (2.13614, 0.65727, -2.66109)  -0.178
P (-1.23623, -0.04094, -0.23261)  0.138
F (0.10736, 0.16241, -1.09012)  -0.167
F (-1.75166, 1.44268, -0.64655)  -0.162
F (-1.96748, -0.57271, -1.57418)  -0.159
F (-2.58445, -0.28747, 0.62539)  -0.158
F (-0.70168, -1.52781, 0.15303)  -0.186
F (-0.52629, 0.55410, 1.06715)  -0.150

- relative energy (zero: lowest compared OMol25 entry of this formula, charge and spin) (kcal per mole) = 0.0
- E_HOMO (eV) = -17.20
- total charge = +4
- frontier orbital gap (eV) = 10.09